The following is a quantum chemistry calculation of a cluster of 7 separate species, C39H72N3O22S in total in a non-equilibrium geometry, from the Open Molecules 2025 dataset.

Values from the calculation:
**Kohn-Sham gap**: 0.29875 Eh
**Maximum force**: 0.0260 Eh/bohr
**Charge**: +1
**E_LUMO**: -3.87 eV

```
137
Properties=species:S:1:pos:R:3:forces:R:3
C 5.402313 -2.800239 1.904688 0.7842 0.1163 -0.4694
C 5.872335 -1.436918 1.379791 -0.2954 0.4885 0.9729
C 4.710446 -0.498698 1.004767 1.0528 -0.5727 -0.4082
C 5.276290 0.776324 0.359255 -0.5980 -0.3207 -0.3401
C 4.379596 2.041278 0.369267 0.6932 0.1325 0.0069
C 3.283404 2.054789 1.407791 0.4406 0.0786 0.0939
N 2.084189 1.254682 1.027617 0.5433 0.4071 -0.0082
N 2.090236 0.714503 -0.187554 -0.6943 0.1799 0.6138
C 1.005809 0.056370 -0.478762 0.0277 -0.5340 -1.0153
C -0.107366 -0.161841 0.349375 -0.4349 0.2250 0.3821
C -1.258723 -0.967686 -0.166444 0.4249 -0.5854 0.2782
C -0.886332 -2.466846 -0.386059 -0.6621 0.1505 0.2735
C -1.320005 -3.388537 0.776051 0.5364 0.0595 -0.2206
C -0.178117 -3.851180 1.695941 -0.6295 -0.5995 0.3735
S 0.086791 -2.745874 3.064023 0.2361 1.3058 -0.1543
O 1.280860 -1.959748 2.864239 0.1379 -0.3207 -0.0477
O -1.096941 -1.965544 3.310927 -0.1634 -0.3551 0.0203
O 0.316726 -3.744997 4.264360 -0.0278 -0.1358 -0.2315
C -0.072739 0.399542 1.604398 0.5987 0.0473 -1.1703
C 1.082711 1.137275 1.889503 -0.4148 0.0883 0.9116
N 1.238163 1.795287 3.117085 0.2804 -0.5002 0.0265
C 0.977441 1.127222 4.121139 -0.5518 -0.1989 -0.3580
O 0.679359 0.494982 5.029726 -0.1635 0.4605 -0.0873
H 4.408472 -2.740584 2.346345 -0.0466 -0.0736 -0.0097
H 5.435793 -3.534359 1.099006 -0.3820 -0.1013 0.0427
H 6.116504 -3.147381 2.650639 -0.1439 -0.1354 0.1089
H 6.386426 -0.934697 2.206687 0.1697 0.0178 -0.0924
H 6.612390 -1.506885 0.582803 -0.1385 -0.1867 -0.1587
H 4.172796 -0.330024 1.939537 -0.2756 0.0680 -0.1279
H 4.093711 -1.052191 0.293373 -0.4015 0.2301 0.1188
H 6.259847 0.971736 0.786592 -0.1085 0.2374 0.2240
H 5.467778 0.530136 -0.686391 0.1262 0.0122 -0.0038
H 4.026499 2.268367 -0.633415 -0.3039 -0.0708 0.0604
H 5.018761 2.889582 0.624390 -0.0711 0.0535 0.0731
H 2.960989 3.063396 1.659661 -0.2446 0.0159 -0.2374
H 3.678001 1.640837 2.333782 -0.1744 -0.1032 0.0683
H 0.975195 -0.371737 -1.475273 0.1990 0.0701 -0.0466
H -2.054044 -0.918585 0.570240 -0.2388 0.0594 -0.1975
H -1.613098 -0.563556 -1.113965 -0.0107 0.2228 0.0656
H -1.438579 -2.800504 -1.262028 0.1689 0.0362 -0.1473
H 0.179164 -2.570353 -0.592636 0.0077 -0.0943 -0.0981
H -2.106130 -2.918344 1.362094 0.0004 -0.0027 0.0924
H -1.764529 -4.296180 0.370662 0.0962 -0.0266 -0.0982
H -0.467247 -4.804908 2.141142 0.0730 0.0468 0.1406
H 0.763961 -4.015303 1.179479 0.1210 0.2113 0.0614
H 0.502336 -3.225754 5.065755 0.0043 -0.0988 0.0214
H -0.877729 0.281646 2.311487 0.0487 0.0694 0.1708
C -7.890003 0.650413 -1.327195 0.0806 -0.2320 0.2291
C -7.045286 1.900699 -1.234129 -0.3159 0.0112 -0.4299
O -6.439677 2.042078 0.066640 0.0886 0.0303 0.0260
C -5.361825 1.306747 0.274822 -0.1275 0.0357 -0.0616
O -4.833646 0.557532 -0.510556 0.0700 0.0080 0.0264
O -4.928661 1.530548 1.523691 0.0301 -0.0422 -0.0804
C -3.803216 0.735000 1.866740 0.1601 0.0185 0.3329
H -8.625696 0.617571 -0.522833 -0.0645 0.1168 -0.0556
H -8.412720 0.621532 -2.282196 -0.0218 0.0415 0.0060
H -7.279895 -0.248922 -1.244203 0.0643 0.0390 -0.0813
H -7.666763 2.784498 -1.363563 0.0509 0.0610 0.1801
H -6.277600 1.924354 -2.006884 0.1096 -0.0666 0.1058
H -3.017886 0.842344 1.120994 -0.0600 0.0022 -0.0613
H -4.089907 -0.312444 1.966833 0.0453 -0.0207 -0.1014
H -3.439368 1.093392 2.827331 -0.1502 0.0839 0.0250
C 10.850397 -5.769966 5.715283 0.1153 0.0530 -0.2365
C 9.365005 -5.780984 5.428026 0.1017 -0.1363 0.3985
O 9.054484 -5.077441 4.213024 -0.1207 -0.0046 -0.0261
C 9.274035 -5.758890 3.089721 0.0957 0.0799 0.0625
O 9.679683 -6.887675 3.007812 -0.0380 -0.0150 -0.0204
O 8.970808 -4.964074 2.059404 -0.0638 -0.0041 -0.0333
C 9.224109 -5.546965 0.778028 -0.0355 0.0295 -0.1926
H 11.231105 -4.747939 5.711211 -0.0421 0.0145 0.1030
H 11.051582 -6.218134 6.687951 -0.0289 0.0091 0.0130
H 11.398140 -6.329484 4.958033 -0.0405 -0.0712 0.0268
H 8.825270 -5.254351 6.213072 -0.0615 0.1279 -0.1299
H 8.974036 -6.796835 5.382269 0.0329 -0.0058 -0.1610
H 8.746145 -6.519887 0.689395 0.0685 -0.0403 0.0635
H 10.295807 -5.638285 0.610263 -0.0030 -0.0968 0.0369
H 8.801620 -4.868295 0.042159 -0.0119 0.0835 0.0895
C 2.955562 0.160458 6.786038 0.2590 0.0269 0.3434
C 4.020920 -0.885776 6.527603 -0.3319 -0.0677 -0.1648
O 5.331270 -0.397093 6.828404 0.0598 -0.0464 -0.0376
C 5.648159 -0.396808 8.128904 0.0084 0.0603 0.0007
O 4.941594 -0.781655 9.023196 -0.0039 -0.0130 -0.0125
O 6.871546 0.104983 8.254846 0.0084 -0.0169 -0.0126
C 7.326684 0.223892 9.608524 0.1656 0.0333 0.1366
H 3.192579 1.085909 6.255527 -0.0218 -0.0396 -0.0905
H 1.984443 -0.198399 6.460307 0.2187 -0.0951 0.1969
H 2.895474 0.400912 7.846996 0.0240 -0.0649 0.0124
H 4.044386 -1.147208 5.468968 0.1704 0.0472 -0.0061
H 3.822644 -1.800166 7.087155 0.0652 0.0655 0.1197
H 7.227812 -0.721155 10.136907 -0.0949 0.0043 -0.0080
H 6.769420 1.003501 10.124634 -0.0673 -0.0650 0.0237
H 8.374650 0.502306 9.556719 -0.0150 0.0169 -0.1280
C -9.148699 6.411677 -2.502326 -0.0079 -0.0523 -0.2584
C -10.289741 5.612015 -1.911358 0.2658 0.1547 0.2779
O -11.325811 5.374099 -2.876581 -0.0493 -0.0718 0.0575
C -11.092465 4.391821 -3.741232 0.0422 0.2052 0.0225
O -10.108238 3.692070 -3.768181 -0.1545 -0.0295 0.0561
O -12.124568 4.325602 -4.576327 -0.0038 -0.0547 0.0193
C -12.001599 3.353266 -5.616496 -0.0694 -0.0905 -0.1435
H -9.522885 7.330723 -2.954000 -0.0077 0.0456 0.1015
H -8.424846 6.667641 -1.728572 -0.0279 0.0092 0.0270
H -8.636919 5.846443 -3.280905 0.0192 -0.0499 0.0525
H -10.765894 6.170888 -1.108314 -0.1619 -0.0023 -0.0960
H -9.943196 4.666510 -1.494183 -0.0301 -0.0715 -0.1317
H -11.771071 2.371961 -5.208270 0.0627 0.0227 0.0279
H -11.234938 3.656614 -6.328222 0.0605 -0.0450 0.0483
H -12.963461 3.316288 -6.118311 -0.0321 0.0978 0.0613
C -4.084563 0.533755 -7.327450 -0.0820 0.0011 0.2430
C -5.278032 0.752104 -8.232688 0.3395 0.0267 -0.2054
O -6.506969 0.397515 -7.582546 -0.0575 0.0185 -0.0416
C -6.987537 1.308186 -6.734987 0.0272 -0.0666 0.0194
O -6.493894 2.380010 -6.492180 0.0050 -0.0003 0.0137
O -8.104936 0.824744 -6.197717 -0.0512 -0.0088 0.0108
C -8.706523 1.680849 -5.217553 -0.0722 -0.0316 0.0385
H -4.080386 -0.487786 -6.944619 0.0383 -0.0354 -0.0999
H -3.157197 0.711093 -7.872175 -0.0114 -0.0138 -0.0285
H -4.117378 1.207982 -6.471916 0.0009 0.0658 -0.0549
H -5.213081 0.103087 -9.103947 -0.1563 -0.0823 0.0516
H -5.325442 1.780335 -8.589499 -0.0803 0.0407 0.1266
H -8.862876 2.681542 -5.601999 0.1457 0.0241 -0.0339
H -8.084856 1.716194 -4.324826 0.0465 0.1425 -0.0376
H -9.668661 1.249469 -4.962493 0.0454 -0.1606 -0.0931
C 4.183619 1.110883 -6.071034 -0.0805 0.0098 0.2817
C 2.876495 1.236088 -6.822371 0.3577 0.0269 -0.2847
O 1.751953 0.897483 -5.989654 -0.0881 0.0010 -0.0077
C 1.357151 1.848541 -5.151652 0.0864 -0.0567 -0.0526
O 1.831140 2.947297 -5.035168 -0.0209 0.0046 0.0475
O 0.329267 1.369957 -4.436503 -0.0601 -0.0375 0.0491
C -0.160654 2.274940 -3.449488 -0.1660 0.0301 0.2034
H 4.272793 0.119033 -5.625404 0.0328 -0.0445 -0.1103
H 5.024470 1.271849 -6.744652 -0.0151 -0.0137 -0.0268
H 4.242247 1.842718 -5.265681 0.0016 0.0676 -0.0656
H 2.846941 0.529305 -7.648832 -0.1584 -0.0866 0.0820
H 2.746808 2.234655 -7.237136 -0.0803 0.0490 0.1411
H -0.400878 3.245444 -3.876665 0.1262 0.0208 -0.0298
H 0.574382 2.388496 -2.650846 0.0362 0.1409 -0.0531
H -1.070008 1.838304 -3.041962 0.0168 -0.1293 -0.1045
```
Forces are in eV/Å.